{"formula": "C36H40BiCl4O7P2S", "method": "ωB97M-V with the def2-TZVPD basis set", "relative_energy_kcal_mol": 1.6, "charge": -1, "orbital_gap_ev": 7.27, "elements": ["Bi", "C", "C", "C", "C", "C", "C", "P", "C", "C", "C", "C", "C", "C", "C", "C", "C", "C", "C", "C", "H", "H", "H", "H", "H", "H", "H", "H", "H", "H", "H", "H", "H", "H", "Cl", "C", "C", "Cl", "C", "Cl", "C", "O", "C", "O", "C", "Cl", "C", "C", "C", "C", "O", "P", "O", "O", "O", "C", "C", "C", "C", "H", "H", "H", "H", "H", "H", "H", "H", "H", "H", "H", "H", "H", "H", "H", "H", "H", "H", "O", "S", "C", "C", "C", "C", "H", "H", "H", "H", "H", "H", "H", "H"], "coordinates": [[-0.0412, -0.1009, -1.2008], [4.0224, 2.1623, -3.3021], [3.1298, 2.9686, -2.6089], [2.7061, 2.6076, -1.3376], [3.1755, 1.4367, -0.7409], [4.0640, 0.6305, -1.4507], [4.4833, 0.9887, -2.7236], [2.7755, 0.9716, 1.0029], [3.9251, 2.1538, 1.8469], [3.7607, 2.3161, 3.2268], [4.5902, 3.1537, 3.9521], [5.6250, 3.8275, 3.3161], [5.8401, 3.6235, 1.9626], [5.0016, 2.7896, 1.2339], [1.1679, 1.8842, 1.1351], [1.0780, 3.0495, 1.8988], [-0.1145, 3.7369, 2.0481], [-1.2640, 3.2467, 1.4713], [-1.2053, 2.0880, 0.7146], [-0.0143, 1.3932, 0.5137], [4.3641, 2.4570, -4.2866], [2.7783, 3.8906, -3.0561], [2.0309, 3.2550, -0.7923], [4.4287, -0.2749, -0.9828], [5.1779, 0.3588, -3.2654], [2.9530, 1.7869, 3.7216], [4.4379, 3.2782, 5.0171], [6.2645, 4.4980, 3.8762], [6.6687, 4.1172, 1.4693], [5.1911, 2.6379, 0.1790], [1.9603, 3.4554, 2.3678], [-0.1323, 4.6536, 2.6246], [-2.2048, 3.7702, 1.5838], [-2.1169, 1.7225, 0.2649], [3.2249, -6.1349, 0.3951], [2.0168, -4.9324, 0.1194], [0.6825, -5.2947, 0.0343], [0.2143, -6.9511, 0.1740], [-0.2898, -4.3074, -0.1750], [-1.9579, -4.7405, -0.3043], [0.0528, -2.9674, -0.2950], [-0.8507, -2.0253, -0.4885], [1.4219, -2.5970, -0.2358], [1.7209, -1.3329, -0.4043], [2.3763, -3.5875, -0.0218], [4.0375, -3.1130, 0.0547], [-2.8858, 3.6032, -3.9264], [-1.5214, 3.0898, -3.4748], [-0.7286, 4.2127, -2.8127], [-0.7522, 2.5214, -4.6677], [-1.6196, 2.0432, -2.4873], [-2.8964, 1.1160, -2.1365], [-4.0999, 1.8627, -1.7457], [-2.3040, 0.1411, -1.1173], [-3.0507, 0.3415, -3.5555], [-3.7897, -0.8997, -3.6906], [-4.9321, -1.0208, -2.6815], [-2.8229, -2.0705, -3.5162], [-4.3554, -0.8702, -5.1090], [-2.7556, 4.4548, -4.5949], [-3.4778, 3.9023, -3.0639], [-3.4294, 2.8150, -4.4468], [-0.5918, 5.0359, -3.5147], [0.2427, 3.8349, -2.4953], [-1.2569, 4.5705, -1.9283], [-0.6553, 3.2749, -5.4505], [-1.2934, 1.6618, -5.0634], [0.2429, 2.1984, -4.3553], [-4.5286, -1.0841, -1.6716], [-5.5146, -1.9172, -2.8951], [-5.5735, -0.1418, -2.7290], [-2.4338, -2.0827, -2.4981], [-1.9856, -1.9752, -4.2107], [-3.3405, -3.0112, -3.7080], [-5.0796, -0.0593, -5.1994], [-4.8460, -1.8161, -5.3396], [-3.5504, -0.6983, -5.8249], [-0.9181, 1.0608, 4.1969], [-0.4831, 0.0101, 3.2377], [-0.2543, -1.5193, 4.2467], [-1.6357, -2.1227, 4.4184], [-2.2537, -2.0782, 3.0251], [-2.0367, -0.6650, 2.4989], [0.2310, -1.2305, 5.1768], [0.3997, -2.1700, 3.6607], [-2.2200, -1.5054, 5.1059], [-1.5955, -3.1382, 4.8183], [-3.3152, -2.3313, 3.0398], [-1.7456, -2.7954, 2.3754], [-2.8065, 0.0310, 2.8325], [-1.9550, -0.6346, 1.4135]], "forces_ev_per_angstrom": [[0.120, -0.552, 0.210], [-0.025, 0.021, 0.008], [0.018, 0.006, -0.035], [0.068, -0.016, -0.023], [0.014, -0.096, 0.030], [-0.059, -0.012, 0.100], [0.079, 0.013, -0.052], [0.080, 0.360, -0.106], [-0.038, -0.173, 0.092], [0.105, -0.108, -0.046], [-0.002, -0.009, 0.060], [0.028, -0.015, -0.016], [0.070, 0.031, 0.050], [-0.109, -0.005, -0.035], [-0.424, 0.081, -0.007], [0.080, -0.129, -0.230], [-0.060, 0.106, 0.094], [-0.046, 0.149, 0.050], [0.035, -0.149, -0.190], [0.528, 0.298, 0.133], [-0.024, -0.035, -0.024], [-0.040, 0.000, 0.009], [-0.051, -0.005, 0.004], [-0.046, -0.101, -0.062], [-0.006, -0.032, 0.030], [0.025, 0.025, 0.072], [-0.041, 0.007, -0.008], [0.028, -0.027, 0.009], [-0.021, 0.005, -0.027], [-0.038, 0.057, -0.024], [-0.035, 0.040, -0.017], [-0.011, -0.013, 0.031], [-0.041, -0.051, 0.031], [0.028, 0.054, 0.091], [0.096, -0.031, 0.002], [-0.217, 0.014, -0.021], [0.113, 0.101, 0.013], [-0.030, -0.090, 0.024], [0.057, -0.003, 0.040], [-0.129, 0.060, 0.009], [0.023, -0.291, 0.041], [-0.039, 0.559, -0.055], [0.103, 0.079, 0.015], [-0.195, 0.224, -0.212], [-0.016, -0.018, 0.041], [0.069, 0.076, -0.006], [-0.009, -0.193, 0.224], [0.110, 0.355, -0.382], [-0.135, -0.243, 0.098], [-0.118, -0.095, 0.216], [-0.152, -0.088, 0.066], [0.075, -0.125, -0.465], [-0.057, 0.032, -0.017], [0.157, -0.051, -0.293], [-0.068, 0.092, 0.454], [-0.232, -0.414, -0.204], [0.222, 0.316, -0.006], [0.036, 0.316, 0.031], [0.148, 0.160, 0.171], [0.060, -0.019, -0.032], [-0.044, 0.053, -0.015], [-0.061, 0.037, -0.048], [0.049, 0.022, 0.013], [0.078, 0.029, 0.002], [-0.019, 0.044, -0.015], [0.028, 0.018, -0.001], [0.026, -0.011, -0.050], [0.018, 0.001, -0.020], [-0.068, -0.094, 0.068], [0.025, -0.024, -0.002], [-0.076, -0.020, -0.021], [0.015, -0.080, 0.032], [-0.014, -0.026, -0.040], [0.021, -0.030, 0.007], [-0.015, -0.005, -0.036], [-0.007, -0.008, -0.017], [-0.006, -0.041, -0.033], [-0.076, 0.429, 0.282], [-0.167, -0.845, 0.382], [-0.129, 0.166, -0.328], [-0.067, -0.074, -0.020], [-0.008, -0.044, 0.097], [0.310, -0.092, -0.159], [0.098, 0.105, -0.071], [0.031, -0.056, 0.056], [0.017, -0.015, 0.028], [0.010, 0.017, 0.019], [0.013, -0.018, -0.064], [-0.052, -0.013, -0.028], [0.083, 0.089, 0.029], [-0.077, 0.039, -0.006]], "lowdin_charge": [1.88, -0.09, -0.09, -0.10, -0.41, -0.11, -0.08, 1.12, -0.37, -0.13, -0.09, -0.11, -0.09, -0.08, -0.44, -0.11, -0.08, -0.08, -0.16, -0.36, 0.10, 0.10, 0.10, 0.08, 0.10, 0.11, 0.10, 0.09, 0.10, 0.10, 0.08, 0.10, 0.11, 0.07, 0.63, -0.72, -0.73, 0.63, -0.62, 0.68, -0.41, -0.30, -0.42, -0.36, -0.61, 0.67, -0.04, -0.62, -0.02, -0.02, -0.25, 0.25, -0.25, -0.46, -0.18, -0.62, -0.04, -0.03, -0.04, 0.09, 0.08, 0.08, 0.09, 0.06, 0.09, 0.09, 0.08, 0.08, 0.08, 0.09, 0.08, 0.06, 0.09, 0.09, 0.09, 0.08, 0.08, -0.54, 0.91, -0.31, -0.25, -0.23, -0.28, 0.09, 0.09, 0.11, 0.11, 0.11, 0.10, 0.10, 0.05]}